1.
Molecular formula: BrH5N3OP
Method: DFT, ωB97M-V/def2-TZVPD

```
! RIJCOSX wB97M-V def2-TZVPD def2/J DEFGRID3
* xyz 0 1
N -0.9692 -1.1759 -0.7340
N 0.7352 0.8732 -1.2887
N 0.5651 0.1531 2.3521
O -1.9712 1.0581 -1.5242
P -0.8776 0.5201 -0.7242
Br 1.9645 -0.5522 1.4561
H -0.8079 -1.6853 0.2785
H -1.8492 -1.5430 -1.1913
H 0.9603 1.7859 -1.0485
H 1.3253 0.1745 -0.8325
H 0.9248 0.3915 3.2569
*
```

Summary:
E_LUMO (alpha / beta), eV: -0.6 / -1.8
Strongest force on any atom, hartree/bohr: 0.07779
HOMO energy (alpha / beta), eV: -10.227 / -7.738
Energy relative to the best compared isomer or geometry (same formula, charge and spin), kJ/mol: 359.30
Kohn-Sham gap (alpha / beta), eV: 9.633 / 5.916
M, g mol⁻¹: 173.938

=====

2.
Molecular formula: BrH5Si2
Method: DFT, ωB97M-V/def2-TZVPD

```
! RIJCOSX wB97M-V def2-TZVPD def2/J DEFGRID3
* xyz 0 1
Si -0.4266 -0.3355 -1.3832
Si -0.4736 0.8662 2.3787
Br -0.8567 2.8648 1.5157
H 0.7381 0.4089 -1.3605
H -0.0848 -1.3911 -2.2686
H -1.7036 0.2788 -1.2368
H -1.7537 0.5360 3.0908
H 0.4155 0.6343 3.5907
*
```

Summary:
E_LUMO (alpha / beta), eV: -1.4 / -0.9
Strongest force on any atom, hartree/bohr: 0.04218
HOMO energy (alpha / beta), eV: -7.740 / -8.329
Energy relative to the best compared isomer or geometry (same formula, charge and spin), kJ/mol: 215.97
Kohn-Sham gap (alpha / beta), eV: 6.307 / 7.477
M, g mol⁻¹: 141.116